A:
This record from OMol25 describes a cluster of 2 separate species, CH4N4 in total. The level of theory is ωB97M-V/def2-TZVPD.

CARTESIAN COORDINATES (ANGSTROEM)
1 H -0.3097 0.3315 1.7288
2 N 0.6322 -0.0472 1.6757
3 N 1.2739 0.2771 0.6569
4 N 0.9786 1.3114 -0.0557
5 H 1.3049 1.1327 -1.0394
6 H -0.0822 1.6800 0.0650
7 C -1.2333 -1.6188 -0.9990
8 N -1.0107 -0.6758 -1.6162
9 H -1.5535 -2.3909 -0.4160

Kohn-Sham gap, eV: 10.37
Charge: 0
SMILES: [H]/N=N\N.C#N
HOMO level, eV: -9.37
Lowest unoccupied orbital energy, Eh: 0.03657



B:
This record from OMol25 describes a cluster of 2 separate species, CH4N4 in total. The level of theory is ωB97M-V/def2-TZVPD.

CARTESIAN COORDINATES (ANGSTROEM)
1 C -0.5302 0.5137 1.5975
2 N 0.8873 0.3236 -3.6954
3 N 0.5518 0.4080 -2.6555
4 N -0.2204 -0.1275 0.5004
5 N 0.4902 -1.1527 0.6286
6 H -0.7748 1.6011 1.5049
7 H -0.1499 0.1596 2.5575
8 H -0.5981 0.1037 -0.3435
9 H 0.3442 -1.8295 -0.0944

Kohn-Sham gap, eV: 8.94
Charge: 0
HOMO level, eV: -7.75
Lowest unoccupied orbital energy, Eh: 0.04389



What should be chosen as the most stable of them? Choose B.



A:
This record from OMol25 describes a structure of composition C44H42N5O3P2PtSe2. The level of theory is ωB97M-V/def2-TZVPD.

CARTESIAN COORDINATES (ANGSTROEM)
1 Pt 1.2534 2.2858 0.5748
2 N 2.9872 3.6852 0.8339
3 N 2.6636 4.5758 1.8697
4 C 1.6258 4.2489 2.7836
5 O 1.6028 4.8698 3.8286
6 O 0.7863 3.3508 2.3862
7 H 3.8069 3.1274 1.0435
8 H 3.1441 4.1980 -0.0243
9 H 3.4298 5.0714 2.2939
10 Se -5.1086 -0.2912 0.2167
11 P -3.4310 -1.4548 0.9692
12 C -3.2209 -2.9599 0.0152
13 C -2.1856 -3.0595 -0.9090
14 C -2.0920 -4.1882 -1.7098
15 C -3.0255 -5.2082 -1.5915
16 C -4.0721 -5.0994 -0.6842
17 C -4.1792 -3.9724 0.1121
18 C -3.6875 -1.8233 2.7027
19 C -3.7148 -3.1235 3.2040
20 C -3.9685 -3.3267 4.5517
21 C -4.1927 -2.2427 5.3882
22 C -4.1596 -0.9459 4.8879
23 C -3.9140 -0.7306 3.5440
24 C -2.0870 -0.3420 0.6809
25 C -0.7603 -0.0797 1.0065
26 N -0.4448 1.0101 0.2705
27 N -1.4863 1.3992 -0.4563
28 N -2.4805 0.5877 -0.2273
29 P 0.4877 -0.7390 2.1344
30 Se 2.3333 0.3501 2.0000
31 C 0.6740 -2.4971 1.7720
32 C -0.3834 -3.3670 2.0370
33 C -0.2597 -4.7178 1.7597
34 C 0.9223 -5.2062 1.2177
35 C 1.9783 -4.3434 0.9557
36 C 1.8589 -2.9872 1.2321
37 C -0.1433 -0.5287 3.8056
38 C -0.4196 0.7930 4.1737
39 C -0.7064 1.0865 5.4950
40 C -0.7137 0.0708 6.4457
41 C -0.4482 -1.2392 6.0760
42 C -0.1557 -1.5465 4.7530
43 H -1.4602 -2.2607 -1.0030
44 H -1.2905 -4.2685 -2.4313
45 H -2.9456 -6.0877 -2.2183
46 H -4.8129 -5.8852 -0.6096
47 H -5.0166 -3.8724 0.7928
48 H -3.5433 -3.9712 2.5547
49 H -3.9933 -4.3346 4.9458
50 H -4.3931 -2.4084 6.4395
51 H -4.3320 -0.1031 5.5448
52 H -3.9028 0.2774 3.1456
53 H -1.2977 -2.9868 2.4791
54 H -1.0837 -5.3912 1.9687
55 H 1.0242 -6.2646 1.0110
56 H 2.9037 -4.7262 0.5426
57 H 2.6838 -2.3116 1.0430
58 H -0.3565 1.5954 3.4433
59 H -0.8950 2.1125 5.7861
60 H -0.9104 0.3059 7.4848
61 H -0.4477 -2.0259 6.8203
62 H 0.0862 -2.5639 4.4745
63 C 4.0877 -0.9778 -7.2564
64 C 3.5656 -0.6356 -5.8892
65 C 2.7930 -1.5376 -5.1678
66 C 2.3177 -1.2370 -3.9024
67 C 1.4668 -2.2639 -3.1896
68 C 2.6269 0.0127 -3.3299
69 C 2.1671 0.2709 -1.9710
70 O 2.3533 1.2981 -1.3402
71 C 3.3924 0.9554 -4.0595
72 C 3.7477 2.3218 -3.5338
73 C 3.8431 0.6038 -5.3201
74 H 3.8085 -1.9881 -7.5510
75 H 5.1762 -0.9005 -7.2800
76 H 3.6969 -0.2811 -8.0006
77 H 2.5550 -2.5013 -5.6068
78 H 1.2949 -3.1166 -3.8445
79 H 0.4948 -1.8497 -2.9118
80 H 1.9420 -2.6353 -2.2787
81 H 1.6179 -0.5487 -1.4804
82 H 4.3760 2.2479 -2.6449
83 H 2.8597 2.8819 -3.2392
84 H 4.2832 2.8855 -4.2959
85 H 4.4342 1.3189 -5.8831
86 C 0.1546 4.1874 -1.2316
87 C -0.0470 5.3844 -1.9351
88 C -0.5674 6.5357 -1.2911
89 C -0.7955 7.6970 -1.9962
90 C -0.5103 7.7614 -3.3601
91 C 0.0156 6.6467 -4.0135
92 C 0.2468 5.4795 -3.3191
93 H 0.4590 3.3021 -1.7759
94 H -0.1969 4.1272 -0.2035
95 H -0.7840 6.4828 -0.2298
96 H -1.1974 8.5665 -1.4916
97 H -0.6971 8.6744 -3.9108
98 H 0.2401 6.7021 -5.0712
99 H 0.6489 4.6093 -3.8273

Kohn-Sham gap (spin up / spin down), eV: 5.98 / 5.62
Charge: +1
2S+1: 5
<S²>: 6.05
HOMO level (spin up / spin down), eV: -8.88 / -10.79
Lowest unoccupied orbital energy (spin up / spin down), Eh: -0.10658 / -0.18974



B:
This record from OMol25 describes a structure of composition C44H42N5O3P2PtSe2. The level of theory is ωB97M-V/def2-TZVPD.

CARTESIAN COORDINATES (ANGSTROEM)
1 Pt 0.0078 -0.1294 0.0655
2 N -0.9771 1.4572 1.5128
3 N -1.5019 2.4412 0.6822
4 C -0.8772 2.6717 -0.5443
5 O -1.1880 3.6512 -1.1865
6 O 0.0021 1.7610 -0.8914
7 H -1.7037 1.0175 2.0564
8 H -0.2436 1.8086 2.1183
9 H -1.9492 3.2377 1.1008
10 Se 4.2329 -2.7898 5.1728
11 P 3.9440 -0.7441 4.6933
12 C 5.4817 0.1451 4.3817
13 C 5.4566 1.5312 4.2158
14 C 6.6421 2.2239 4.0440
15 C 7.8521 1.5389 4.0408
16 C 7.8762 0.1609 4.2066
17 C 6.6883 -0.5411 4.3791
18 C 3.1171 0.1846 6.0133
19 C 3.5890 0.0179 7.3144
20 C 2.9944 0.7102 8.3593
21 C 1.9250 1.5657 8.1118
22 C 1.4546 1.7347 6.8179
23 C 2.0526 1.0479 5.7659
24 C 2.9213 -0.4473 3.2279
25 C 1.6703 -0.8829 2.7925
26 N 1.4684 -0.2490 1.5998
27 N 2.5108 0.5295 1.3232
28 N 3.3798 0.4296 2.3041
29 P 0.3996 -1.9509 3.4437
30 Se -1.2988 -1.8125 2.0889
31 C -0.1039 -1.4544 5.0960
32 C -1.1853 -0.5847 5.2663
33 C -1.5580 -0.1893 6.5421
34 C -0.8636 -0.6685 7.6456
35 C 0.1993 -1.5468 7.4767
36 C 0.5812 -1.9498 6.2056
37 C 0.9471 -3.6471 3.4761
38 C 0.2241 -4.5679 4.2365
39 C 0.5924 -5.9030 4.2161
40 C 1.6626 -6.3130 3.4296
41 C 2.3675 -5.3943 2.6621
42 C 2.0133 -4.0557 2.6831
43 H 4.5132 2.0639 4.2164
44 H 6.6263 3.3001 3.9129
45 H 8.7804 2.0849 3.9118
46 H 8.8204 -0.3715 4.2067
47 H 6.6961 -1.6143 4.5155
48 H 4.4130 -0.6614 7.5023
49 H 3.3648 0.5806 9.3706
50 H 1.4624 2.1074 8.9309
51 H 0.6229 2.4047 6.6238
52 H 1.6927 1.1907 4.7529
53 H -1.7383 -0.2244 4.4098
54 H -2.3976 0.4832 6.6732
55 H -1.1564 -0.3628 8.6440
56 H 0.7402 -1.9258 8.3369
57 H 1.4157 -2.6299 6.0793
58 H -0.6067 -4.2405 4.8526
59 H 0.0453 -6.6235 4.8120
60 H 1.9550 -7.3566 3.4226
61 H 3.2093 -5.7151 2.0606
62 H 2.5821 -3.3327 2.1126
63 C -1.4631 -5.6382 -4.4618
64 C -0.5879 -4.5020 -4.0036
65 C -0.2272 -3.4808 -4.8725
66 C 0.5477 -2.4077 -4.4579
67 C 0.9247 -1.3421 -5.4677
68 C 0.9468 -2.3388 -3.1075
69 C 1.5878 -1.0985 -2.6876
70 O 1.6451 -0.6161 -1.5599
71 C 0.6605 -3.4082 -2.2243
72 C 1.2118 -3.4959 -0.8191
73 C -0.1015 -4.4643 -2.6939
74 H -1.5353 -5.6763 -5.5483
75 H -2.4725 -5.5198 -4.0623
76 H -1.0808 -6.5938 -4.1028
77 H -0.5530 -3.5266 -5.9089
78 H 0.5870 -1.6334 -6.4599
79 H 2.0063 -1.2030 -5.5122
80 H 0.4762 -0.3728 -5.2381
81 H 2.0522 -0.5100 -3.4891
82 H 2.2397 -3.1357 -0.7600
83 H 1.1741 -4.5282 -0.4750
84 H 0.6290 -2.9032 -0.1133
85 H -0.3232 -5.2887 -2.0206
86 C -1.7126 -1.1202 -1.1332
87 C -2.5779 -0.0344 -1.4290
88 C -3.6953 0.2544 -0.6021
89 C -4.5899 1.2314 -0.9555
90 C -4.3887 1.9719 -2.1258
91 C -3.2847 1.7191 -2.9480
92 C -2.3881 0.7408 -2.6046
93 H -1.1587 -1.5228 -1.9767
94 H -2.1191 -1.8813 -0.4805
95 H -3.8455 -0.3295 0.3012
96 H -5.4520 1.4341 -0.3328
97 H -5.0889 2.7531 -2.3939
98 H -3.1335 2.3071 -3.8445
99 H -1.5152 0.5511 -3.2206

Kohn-Sham gap (spin up / spin down), eV: 7.49 / 4.23
Charge: +1
2S+1: 5
<S²>: 6.05
HOMO level (spin up / spin down), eV: -10.14 / -10.18
Lowest unoccupied orbital energy (spin up / spin down), Eh: -0.09740 / -0.21849



What should be chosen as the most stable of them? Choose A.



A:
This record from OMol25 describes the molecule C7H11Cl. The level of theory is ωB97M-V/def2-TZVPD.

CARTESIAN COORDINATES (ANGSTROEM)
1 C -1.1868 1.5211 0.1567
2 C -0.8393 0.3923 -0.5568
3 C -1.7589 0.3688 -1.8241
4 C 0.0230 -0.6017 -0.3160
5 C 1.0504 -0.6185 0.5398
6 C 1.5586 -1.9497 1.1180
7 C 1.6936 0.5809 0.8130
8 Cl 3.2355 0.5707 1.6732
9 H -2.2319 1.2510 0.6348
10 H -1.2920 2.6853 -0.2224
11 H -0.5734 1.8628 1.1317
12 H -1.4472 -0.4846 -2.4171
13 H -2.6316 0.0496 -1.4334
14 H -1.5629 1.3656 -2.3210
15 H -0.1554 -1.4216 -0.9732
16 H 0.6119 -2.6939 1.2978
17 H 2.3822 -1.8385 1.9405
18 H 1.9000 -2.4842 0.3056
19 H 1.2244 1.4448 0.4528

Kohn-Sham gap, eV: 8.67
Charge: 0
SMILES: CC(C)=C/C(C)=C/Cl
HOMO level, eV: -7.93
Lowest unoccupied orbital energy, Eh: 0.02721



B:
This record from OMol25 describes a structure of composition C7H11Cl. The level of theory is ωB97M-V/def2-TZVPD.

CARTESIAN COORDINATES (ANGSTROEM)
1 C 2.3450 0.4203 1.3830
2 C 2.1837 -0.0930 -0.0272
3 C 1.0359 -0.5614 -0.7507
4 C -0.3520 -0.9576 -0.2614
5 C -1.6011 -0.0935 -0.4862
6 C -1.4034 1.2853 0.1856
7 C -2.5182 -0.3340 -1.3782
8 H 2.3270 -0.8068 2.4282
9 H 3.4949 1.2182 1.4690
10 H 1.0820 1.1894 1.5499
11 H 3.0818 -0.3043 -0.5008
12 H 1.5164 -1.0378 -1.6672
13 H -0.6130 -1.7344 -1.0788
14 H -1.9269 2.1507 -0.5250
15 H -1.9492 1.2358 1.2494
16 H -0.1209 1.1273 0.4198
17 H -3.3323 0.3025 -1.7440
18 H -2.7517 -1.2839 -1.7038
19 Cl -0.4980 -1.7229 1.4385

Kohn-Sham gap, eV: 9.29
Charge: 0
HOMO level, eV: -9.21
Lowest unoccupied orbital energy, Eh: 0.00287



What should be chosen as the most stable of them? Choose A.